<A>
{"formula": "C4H6N2", "method": "wB97M-V/def2-TZVPD", "symbols": ["C", "C", "C", "N", "C", "N", "H", "H", "H", "H", "H", "H"], "positions_angstrom": [[-1.998, -0.461, 0.095], [-0.538, -0.105, 0.037], [-0.081, 1.327, -0.244], [1.220, 1.120, -0.279], [1.656, -0.248, 0.046], [0.414, -0.967, 0.142], [-2.531, 0.295, -0.489], [-2.368, -0.424, 1.129], [-2.152, -1.464, -0.311], [2.123, -0.217, 1.034], [1.891, 1.846, -0.492], [2.364, -0.703, -0.666]], "homo_lumo_gap_ev": 9.18, "total_charge": 0, "lumo_energy_ev": 0.51, "spin_multiplicity": 1}

***

<B>
{"formula": "C4H6N2", "method": "wB97M-V/def2-TZVPD", "symbols": ["N", "C", "C", "N", "C", "C", "H", "H", "H", "H", "H", "H"], "positions_angstrom": [[-1.584, -0.618, 2.348], [-1.060, 0.117, 1.507], [-0.530, 0.911, 0.606], [0.438, 0.509, -0.355], [-0.026, 0.492, -1.735], [0.227, -0.773, -1.004], [-1.019, -0.667, 3.199], [-0.778, 1.967, 0.628], [0.689, 0.859, -2.467], [-1.065, 0.766, -1.909], [-0.641, -1.355, -0.696], [1.126, -1.352, -1.201]], "homo_lumo_gap_ev": 9.28, "total_charge": 0, "lumo_energy_ev": 1.08, "smiles": "N=C=CN1CC1", "spin_multiplicity": 1}

***

<C>
{"formula": "C4H6N2", "method": "wB97M-V/def2-TZVPD", "symbols": ["C", "C", "C", "C", "N", "N", "H", "H", "H", "H", "H", "H"], "positions_angstrom": [[0.988, 1.007, -0.072], [2.149, 0.135, -0.062], [-1.230, 0.056, 0.538], [-2.449, -0.358, -0.085], [-0.228, 0.550, 0.095], [2.069, -1.130, 0.137], [0.970, 2.132, 0.001], [3.190, 0.553, -0.190], [-2.912, -1.018, 0.504], [-3.209, 0.440, -0.195], [-2.350, -0.911, -0.962], [3.012, -1.456, 0.291]], "homo_lumo_gap_ev": 8.01, "total_charge": 0, "lumo_energy_ev": 0.35, "spin_multiplicity": 1}

***

<D>
{"formula": "C4H6N2", "method": "wB97M-V/def2-TZVPD", "symbols": ["C", "C", "C", "C", "N", "N", "H", "H", "H", "H", "H", "H"], "positions_angstrom": [[1.819, 1.094, 0.247], [1.061, 0.266, -0.486], [-0.655, 0.061, -0.024], [-1.165, -1.302, 0.144], [-1.533, 1.103, -0.534], [-1.167, 1.310, 0.607], [2.784, 1.232, -0.206], [1.395, 1.591, 1.243], [1.391, -0.191, -1.443], [-0.803, -1.857, 1.015], [-0.874, -1.920, -0.775], [-2.251, -1.389, 0.212]], "homo_lumo_gap_ev": 10.41, "total_charge": 0, "lumo_energy_ev": 0.76, "smiles": "C=CC1(C)N=N1", "spin_multiplicity": 1}

***

The structure with the least stability is <D>.

***

<A>
{"formula": "C4H6N2", "method": "wB97M-V/def2-TZVPD", "symbols": ["C", "C", "C", "C", "N", "N", "H", "H", "H", "H", "H", "H"], "positions_angstrom": [[-2.229, 0.359, 0.437], [-0.896, 0.285, -0.005], [0.498, 0.447, 0.454], [1.471, -0.656, 0.060], [-3.242, 0.414, 0.983], [-0.114, 1.279, -0.510], [-1.422, -1.558, -1.311], [0.775, 0.840, 1.498], [1.109, -0.966, -0.840], [1.320, -1.470, 0.833], [2.495, -0.257, -0.116], [0.233, 1.284, -1.482]], "homo_lumo_gap_ev": [8.20, 9.46], "total_charge": 0, "lumo_energy_ev": [-0.77, -0.86], "spin_multiplicity": 1}

***

<B>
{"formula": "C4H6N2", "method": "wB97M-V/def2-TZVPD", "symbols": ["N", "C", "C", "C", "C", "N", "H", "H", "H", "H", "H", "H"], "positions_angstrom": [[-2.364, -0.551, -1.358], [-1.684, 0.104, -0.690], [-0.882, 0.997, 0.153], [0.175, 0.314, 0.993], [0.889, -1.401, -1.067], [1.284, 0.901, 1.183], [-0.395, 1.756, -0.465], [-1.573, 1.519, 0.829], [-0.123, -0.629, 1.463], [1.467, -0.964, -1.911], [1.342, -2.411, -0.958], [1.864, 0.363, 1.828]], "homo_lumo_gap_ev": [8.61, 8.63], "total_charge": 0, "lumo_energy_ev": [-1.13, -1.16], "spin_multiplicity": 1}

***

The structure with the least stability is <A>.

***

<A>
{"formula": "C4H5FO", "method": "wB97M-V/def2-TZVPD", "symbols": ["C", "C", "C", "C", "O", "F", "H", "H", "H", "H", "H"], "positions_angstrom": [[0.483, -0.966, 0.667], [0.851, 1.722, 0.407], [0.309, 0.354, 0.550], [-1.885, 0.821, 0.271], [0.743, 2.335, -0.620], [-2.306, -0.411, -0.036], [-0.188, -1.743, 0.552], [1.624, -1.208, 0.802], [1.019, 2.196, 1.405], [-2.519, 1.352, 1.092], [-1.642, 1.333, -0.578]], "homo_lumo_gap_ev": 9.02, "total_charge": 0, "lumo_energy_ev": -0.09, "spin_multiplicity": 1}

***

<B>
{"formula": "C4H5FO", "method": "wB97M-V/def2-TZVPD", "symbols": ["C", "C", "C", "C", "O", "F", "H", "H", "H", "H", "H"], "positions_angstrom": [[0.460, -0.002, -0.684], [1.359, -0.163, -1.759], [1.466, -0.963, 0.037], [-0.879, 0.618, -0.363], [2.255, -0.966, -1.151], [1.432, 0.185, -3.023], [2.148, -0.506, 0.702], [1.196, -1.967, 0.249], [-1.616, -0.189, -0.361], [-1.073, 1.439, -1.089], [-1.120, 1.219, 0.543]], "homo_lumo_gap_ev": 9.40, "total_charge": 0, "lumo_energy_ev": 0.98, "spin_multiplicity": 1}

***

<C>
{"formula": "C4H5FO", "method": "wB97M-V/def2-TZVPD", "symbols": ["F", "C", "C", "O", "C", "C", "H", "H", "H", "H", "H"], "positions_angstrom": [[2.394, -0.329, -0.106], [1.053, -0.277, 0.154], [0.227, -1.348, -0.087], [-1.022, -1.075, -0.136], [-1.076, 0.275, 0.005], [0.208, 0.983, -0.112], [0.451, -2.350, 0.188], [-1.756, 0.685, -0.806], [-1.458, 0.329, 1.023], [0.446, 1.606, 0.804], [0.534, 1.502, -0.927]], "homo_lumo_gap_ev": 9.24, "total_charge": 0, "lumo_energy_ev": 0.94, "smiles": "FC1=COCC1", "spin_multiplicity": 1}

***

<D>
{"formula": "C4H5FO", "method": "wB97M-V/def2-TZVPD", "symbols": ["F", "C", "C", "O", "C", "C", "H", "H", "H", "H", "H"], "positions_angstrom": [[-2.270, 0.306, 0.062], [-0.947, 0.345, -0.002], [-0.163, 1.506, -0.057], [1.136, 1.029, -0.064], [1.110, -0.465, 0.077], [-0.377, -0.810, -0.166], [-0.315, 2.493, 0.091], [2.002, -0.850, -0.500], [1.349, -0.910, 1.190], [-0.745, -1.488, 0.597], [-0.781, -1.155, -1.227]], "homo_lumo_gap_ev": 8.92, "total_charge": 0, "lumo_energy_ev": 1.00, "smiles": "FC1=COCC1", "spin_multiplicity": 1}

***

The structure with the least stability is <A>.

***

<A>
{"formula": "C5H8N", "method": "wB97M-V/def2-TZVPD", "symbols": ["C", "C", "C", "C", "C", "N", "H", "H", "H", "H", "H", "H", "H", "H"], "positions_angstrom": [[2.376, -0.763, 0.103], [2.262, 0.382, 0.435], [0.419, 0.826, -0.829], [-1.276, -0.898, -0.222], [-1.587, 0.184, 0.707], [-0.546, 0.305, -0.187], [2.401, -1.784, 0.221], [2.421, 1.375, 0.527], [0.627, 1.861, -0.722], [0.746, 0.322, -1.693], [-0.834, -1.777, 0.079], [-1.907, -0.958, -1.220], [-2.347, 0.865, 0.514], [-1.561, 0.091, 1.815]], "homo_lumo_gap_ev": 10.17, "total_charge": 1, "lumo_energy_ev": -4.73, "spin_multiplicity": 1}

***

<B>
{"formula": "C5H8N", "method": "wB97M-V/def2-TZVPD", "symbols": ["C", "N", "C", "C", "C", "C", "H", "H", "H", "H", "H", "H", "H", "H"], "positions_angstrom": [[1.206, 1.239, 0.154], [-0.127, 0.744, 0.639], [-1.467, 1.219, -0.109], [-1.987, -0.055, -0.114], [-0.662, -0.428, -0.067], [0.226, -1.546, -0.434], [1.612, 0.671, -0.718], [1.202, 2.221, -0.174], [1.904, 1.205, 0.929], [-0.292, 0.763, 1.611], [-3.028, -0.500, -0.443], [0.200, -2.201, 0.549], [1.268, -1.222, -0.510], [-0.055, -2.111, -1.315]], "homo_lumo_gap_ev": 9.52, "total_charge": 1, "lumo_energy_ev": -4.83, "smiles": "C[N@H+]1C2=C[C@@]21C", "spin_multiplicity": 1}

***

<C>
{"formula": "C5H8N", "method": "wB97M-V/def2-TZVPD", "symbols": ["C", "C", "C", "C", "C", "N", "H", "H", "H", "H", "H", "H", "H", "H"], "positions_angstrom": [[-0.580, 0.973, 0.191], [-0.407, -0.185, -0.884], [-1.803, 0.286, 0.688], [-1.621, -0.837, -0.318], [0.440, 0.861, -0.699], [2.484, -0.081, 0.141], [-1.735, 0.035, 1.746], [-2.679, 0.921, 0.549], [-2.394, -0.961, -1.079], [-1.385, -1.821, 0.087], [1.212, 1.424, -1.165], [2.415, -0.765, 0.887], [3.075, 0.671, 0.483], [2.979, -0.520, -0.629]], "homo_lumo_gap_ev": 9.87, "total_charge": 1, "lumo_energy_ev": -4.58, "spin_multiplicity": 1}

***

The structure with the least stability is <A>.

***

<A>
{"formula": "CH5O2P", "method": "wB97M-V/def2-TZVPD", "symbols": ["C", "O", "O", "P", "H", "H", "H", "H", "H"], "positions_angstrom": [[1.029, -1.635, 0.956], [-0.163, -1.533, 0.581], [-1.079, -0.990, 1.326], [-0.359, 1.354, -1.412], [1.264, -1.144, 1.877], [-0.702, 2.060, -0.172], [1.523, -2.335, 0.347], [-1.776, 1.653, -1.838], [0.262, 2.571, -1.665]], "homo_lumo_gap_ev": [9.26, 9.26], "total_charge": 0, "lumo_energy_ev": [-0.38, -0.38], "spin_multiplicity": 1}

***

<B>
{"formula": "CH5O2P", "method": "wB97M-V/def2-TZVPD", "symbols": ["C", "O", "O", "P", "H", "H", "H", "H", "H"], "positions_angstrom": [[-0.853, -0.668, -0.028], [3.218, 0.144, 0.170], [0.785, 0.195, 0.530], [1.989, -0.438, -0.302], [-1.075, -0.117, -0.907], [-1.534, -0.664, 0.798], [-0.333, -1.604, -0.153], [1.844, -1.774, -0.121], [1.924, -0.209, -1.612]], "homo_lumo_gap_ev": 9.94, "total_charge": 0, "lumo_energy_ev": -0.39, "spin_multiplicity": 1}

***

The structure with the least stability is <A>.

***

<A>
{"formula": "C5H10N2", "method": "wB97M-V/def2-TZVPD", "symbols": ["C", "C", "N", "C", "C", "C", "N", "H", "H", "H", "H", "H", "H", "H", "H", "H", "H"], "positions_angstrom": [[1.990, 0.077, -0.520], [0.819, 0.876, -1.045], [-0.347, 0.210, -1.632], [-0.479, 0.858, -0.328], [-0.618, 0.112, 0.972], [-1.853, -0.631, 1.304], [-0.598, -1.344, 1.067], [2.681, -0.182, -1.329], [1.663, -0.850, -0.036], [2.542, 0.657, 0.228], [1.090, 1.790, -1.573], [-0.247, -0.801, -1.548], [-1.097, 1.756, -0.368], [-0.088, 0.589, 1.797], [-2.215, -0.666, 2.329], [-2.628, -0.682, 0.541], [-0.616, -1.768, 0.142]], "homo_lumo_gap_ev": 10.51, "total_charge": 0, "lumo_energy_ev": 1.20, "smiles": "C[C@H]1N[C@H]1[C@H]1CN1", "spin_multiplicity": 1}

***

<B>
{"formula": "C5H10N2", "method": "wB97M-V/def2-TZVPD", "symbols": ["C", "C", "N", "C", "C", "C", "N", "H", "H", "H", "H", "H", "H", "H", "H", "H", "H"], "positions_angstrom": [[-1.932, -0.252, 0.101], [-1.141, 0.014, -1.174], [0.249, 1.106, -1.413], [0.413, -0.193, -1.035], [0.902, -0.510, 0.368], [2.147, 0.163, 0.796], [0.857, 0.548, 1.362], [-2.990, -0.029, -0.067], [-1.579, 0.344, 0.944], [-1.848, -1.307, 0.383], [-1.444, -0.576, -2.041], [-1.314, 1.074, -1.501], [0.768, -0.935, -1.775], [0.676, -1.510, 0.742], [2.836, -0.330, 1.477], [2.609, 0.840, 0.078], [0.541, 1.391, 0.876]], "homo_lumo_gap_ev": 9.62, "total_charge": 0, "lumo_energy_ev": 0.93, "spin_multiplicity": 1}

***

The structure with the least stability is <B>.

***

<A>
{"formula": "C4H7N3O", "method": "wB97M-V/def2-TZVPD", "symbols": ["N", "C", "C", "N", "C", "C", "O", "N", "H", "H", "H", "H", "H", "H", "H"], "positions_angstrom": [[2.334, -0.920, -0.135], [1.786, 0.494, 0.075], [0.115, 0.573, 0.082], [-0.682, 1.482, 0.028], [-2.067, 0.929, -0.120], [-1.905, -0.501, -0.069], [-2.614, -1.423, 0.072], [-0.601, -0.602, -0.195], [1.906, -1.515, -0.907], [2.286, -1.615, 0.763], [1.963, 1.009, -0.900], [2.518, 0.806, 0.867], [-2.548, 1.750, -0.848], [-2.246, 1.082, 0.919], [-0.245, -1.547, 0.368]], "homo_lumo_gap_ev": 10.01, "total_charge": 0, "lumo_energy_ev": 0.53, "smiles": "NCC1=NCC(=O)N1", "spin_multiplicity": 1}

***

<B>
{"formula": "C4H7N3O", "method": "wB97M-V/def2-TZVPD", "symbols": ["C", "N", "N", "C", "O", "N", "C", "C", "H", "H", "H", "H", "H", "H", "H"], "positions_angstrom": [[-2.079, 0.104, 2.229], [-2.439, 0.201, 1.003], [-1.466, 0.466, 0.104], [-0.149, -0.064, 0.078], [0.461, -0.604, 0.927], [0.448, 0.275, -1.216], [1.954, 0.504, -1.019], [1.404, -0.800, -1.603], [-1.108, 0.301, 2.732], [-2.829, -0.044, 2.945], [-1.812, 0.688, -0.786], [2.229, 1.279, -1.831], [2.394, 0.411, -0.068], [1.539, -1.632, -0.855], [1.452, -1.085, -2.639]], "homo_lumo_gap_ev": 10.56, "total_charge": 0, "lumo_energy_ev": 1.11, "smiles": "C=NNC(=O)N1CC1", "spin_multiplicity": 1}

***

The structure with the least stability is <A>.